Entry 1:
Density functional theory data (ωB97M-V with the def2-TZVPD basis set) for the molecule C8H9FO3 in a non-equilibrium geometry.

Output
Frontier orbital gap = 7.77 eV
E_HOMO = -8.18 eV
DFT total energy = -635.6605 hartree
Molecular weight = 172.16 g mol⁻¹
Energy relative to the best compared isomer or geometry (same formula, charge and spin) = 4.610 eV
SMILES = CO/C(C=O)=C(F)/C=C\C=C\O

The geometry in ORCA input format:
```
! RIJCOSX wB97M-V def2-TZVPD def2/J DEFGRID3
* xyz 0 1
C 1.49780 -1.28313 1.46008
C 0.22843 -1.73107 1.53667
C 2.00320 -0.45880 0.35406
C -0.75585 -1.44575 0.55578
C -1.15253 0.90158 0.92250
C 1.38985 0.68424 -0.09218
C -1.08473 -0.21279 -0.01625
C -1.70123 1.09530 -1.94487
O -1.39745 2.09160 0.71521
O 1.83700 1.44396 -1.17514
O -1.45630 -0.15040 -1.26509
F -1.41995 -2.50580 0.10462
H 2.25780 -1.76029 2.09836
H -0.21839 -2.45001 2.22065
H 2.95042 -0.84852 -0.04417
H -0.86301 0.49393 1.96647
H 0.53441 1.02646 0.44422
H -1.01522 1.90238 -1.87233
H -2.59043 1.46240 -1.43608
H -1.64548 0.81414 -3.01778
H 2.60165 0.93055 -1.51475
*
```

***

Entry 2:
Density functional theory data (ωB97M-V with the def2-TZVPD basis set) for a cluster of 2 separate species, C8H9BrF3NOS in total in a non-equilibrium geometry.

Output
Frontier orbital gap = 8.81 eV
E_HOMO = -8.19 eV
DFT total energy = -3711.9853 hartree
Molecular weight = 304.13 g mol⁻¹
Energy relative to the best compared isomer or geometry (same formula, charge and spin) = 0.209 eV
SMILES = C/C(N)=C(\O)C(F)(F)F.Brc1ccsc1

The geometry in ORCA input format:
```
! RIJCOSX wB97M-V def2-TZVPD def2/J DEFGRID3
* xyz 0 1
C 3.25956 1.63378 -0.46085
C 2.71451 2.79477 0.09695
C 2.85456 0.48520 0.25994
C 2.11955 0.74444 1.36438
C 0.23574 -0.82449 -2.09038
C -0.68042 -0.08149 -1.25484
C -0.74533 1.32618 -1.29403
C -1.58129 2.11414 -0.35322
N -1.43924 -0.71577 -0.29876
O -0.04623 2.03023 -2.33227
F -1.37418 3.48894 -0.55792
F -1.36550 1.89045 1.00451
F -2.91221 1.92595 -0.54213
S 1.85853 2.40632 1.55352
Br 3.37830 -1.24035 -0.19770
H 3.95081 1.71229 -1.31876
H 2.91143 3.82592 -0.00065
H 0.83994 -1.66942 -1.57858
H -0.34633 -1.47440 -2.73368
H 0.81456 -0.26766 -2.70462
H 1.88477 -0.07914 2.18201
H -2.24717 -0.33528 0.21384
H -1.37031 -1.75198 -0.24957
H -0.65184 2.19127 -3.13043
*
```